i:
Density functional theory data (wB97M-V/def2-TZVPD) for 3 unconnected molecules or ions with the total composition C5H12O.

Calculated values
- HOMO-LUMO gap (eV) = 8.94
- highest occupied orbital energy (eV) = -8.90
- LUMO energy (eV) = 0.046

The geometry in ORCA input format:
```
! RIJCOSX wB97M-V def2-TZVPD def2/J DEFGRID3
* xyz 0 1
C -0.09 -0.49 2.03
C -0.76 -0.99 0.75
C 0.20 -1.22 -0.35
C 0.18 -0.50 -1.50
C -0.54 0.74 -1.81
H -0.76 -0.67 2.88
H 0.88 -0.96 2.15
H 0.20 0.56 1.99
H -1.25 -1.91 1.09
H -1.62 -0.39 0.45
H 0.98 -1.93 -0.11
H 1.34 0.39 -0.46
H 0.89 -0.83 -2.27
H -0.16 1.39 -1.03
H -0.33 1.20 -2.78
H 1.45 2.42 0.84
H -1.63 0.79 -1.79
O 0.77 1.81 0.53
*
```

=====

ii:
Density functional theory data (wB97M-V/def2-TZVPD) for C5H12O in the gas phase.

Calculated values
- HOMO-LUMO gap (eV) = 10.75
- highest occupied orbital energy (eV) = -9.59
- LUMO energy (eV) = 1.157

The geometry in ORCA input format:
```
! RIJCOSX wB97M-V def2-TZVPD def2/J DEFGRID3
* xyz 0 1
C -2.36 -0.62 0.30
C -1.08 -0.21 -0.41
C -0.43 1.05 0.17
C 1.06 1.16 -0.11
O 1.80 0.26 0.69
C 2.27 -0.89 0.05
H -2.15 -0.83 1.35
H -2.79 -1.53 -0.15
H -3.12 0.17 0.25
H -1.26 -0.06 -1.48
H -0.37 -1.05 -0.34
H -0.95 1.94 -0.20
H -0.53 1.06 1.26
H 1.28 1.01 -1.18
H 1.42 2.17 0.15
H 2.88 -1.44 0.77
H 2.88 -0.63 -0.82
H 1.46 -1.55 -0.29
*
```

=====

iii:
Density functional theory data (wB97M-V/def2-TZVPD) for 2 unconnected molecules or ions with the total composition C5H12O.

Calculated values
- HOMO-LUMO gap (eV) = 9.73
- highest occupied orbital energy (eV) = -8.95
- LUMO energy (eV) = 0.773

The geometry in ORCA input format:
```
! RIJCOSX wB97M-V def2-TZVPD def2/J DEFGRID3
* xyz 0 1
C -0.55 -1.59 -0.80
C 0.13 -0.83 0.06
C -0.28 -0.70 1.50
C 1.43 -0.18 -0.36
O 1.77 0.96 0.39
H -0.26 -1.64 -1.85
H -1.45 -2.10 -0.50
H -1.34 -0.93 1.65
H 0.31 -1.45 2.05
H -0.07 0.28 1.94
H 2.17 -0.97 -0.20
H 1.40 0.06 -1.44
H 2.66 1.22 0.12
C -1.19 1.59 -0.51
H -1.18 1.96 -1.53
H -0.31 1.95 0.02
H -2.10 1.85 0.03
H -1.14 0.52 -0.57
*
```

=====

Most stable: ii (next structure +19.3 kcal/mol)

=====

i:
Density functional theory data (wB97M-V/def2-TZVPD) for 2 unconnected molecules or ions with the total composition C5H12O.

Calculated values
- HOMO-LUMO gap (eV) = 8.14
- highest occupied orbital energy (eV) = -7.58
- LUMO energy (eV) = 0.566

The geometry in ORCA input format:
```
! RIJCOSX wB97M-V def2-TZVPD def2/J DEFGRID3
* xyz 0 1
C -2.56 0.36 -0.43
C -1.04 0.30 -0.61
C -0.26 0.25 0.70
C 1.55 -1.47 0.56
O 2.49 -0.59 0.64
C 2.33 0.54 -0.11
H -2.92 -0.52 0.11
H -3.08 0.41 -1.40
H -2.85 1.25 0.15
H -0.71 1.17 -1.20
H -0.79 -0.58 -1.23
H -0.46 1.16 1.28
H -0.61 -0.58 1.32
H 1.59 -2.25 1.32
H 1.07 -1.66 -0.40
H 3.11 1.26 0.10
H 0.96 0.60 0.37
H 2.16 0.34 -1.17
*
```

=====

ii:
Density functional theory data (wB97M-V/def2-TZVPD) for C5H12O in the gas phase.

Calculated values
- HOMO-LUMO gap (eV) = 10.59
- highest occupied orbital energy (eV) = -9.66
- LUMO energy (eV) = 0.934

The geometry in ORCA input format:
```
! RIJCOSX wB97M-V def2-TZVPD def2/J DEFGRID3
* xyz 0 1
C -1.69 -0.32 -1.40
O -1.15 -0.54 -0.01
C 0.17 -0.03 0.33
C 1.10 -0.02 -0.85
C 0.08 1.38 0.96
C 0.65 -1.04 1.35
H -1.37 -1.09 -2.09
H -1.39 0.64 -1.92
H -2.76 -0.28 -1.11
H 0.64 0.58 -1.64
H 2.06 0.43 -0.56
H 1.28 -1.05 -1.19
H -0.20 2.15 0.22
H -0.64 1.34 1.77
H 1.03 1.73 1.40
H -0.08 -1.00 2.17
H 0.58 -2.01 0.86
H 1.67 -0.85 1.72
*
```

=====

iii:
Density functional theory data (wB97M-V/def2-TZVPD) for 2 unconnected molecules or ions with the total composition C5H12O.

Calculated values
- HOMO-LUMO gap (alpha / beta) (eV) = 8.33 / 8.29
- highest occupied orbital energy (alpha / beta) (eV) = -7.50 / -7.48
- LUMO energy (alpha / beta) (eV) = 0.839 / 0.806

The geometry in ORCA input format:
```
! RIJCOSX wB97M-V def2-TZVPD def2/J DEFGRID3
* xyz 0 1
C 2.27 -0.02 1.45
C 1.20 0.28 0.40
C 0.44 -0.97 0.01
C -2.51 0.29 0.07
O -2.46 0.07 -1.21
C -1.68 0.59 -2.10
H 1.81 -0.41 2.36
H 2.87 0.86 1.71
H 2.96 -0.79 1.07
H 1.67 0.73 -0.49
H 0.51 1.04 0.79
H 1.13 -1.75 -0.33
H -0.13 -1.37 0.86
H -3.21 -0.33 0.62
H -1.83 1.00 0.51
H -1.83 0.23 -3.11
H -0.25 -0.78 -0.82
H -0.97 1.35 -1.80
*
```

=====

Most stable: ii (next structure +69.7 kcal/mol)

=====

i:
Density functional theory data (wB97M-V/def2-TZVPD) for 2 unconnected molecules or ions with the total composition C3H10N2O2.

Calculated values
- HOMO-LUMO gap (eV) = 10.41
- highest occupied orbital energy (eV) = -9.78
- LUMO energy (eV) = 0.636

The geometry in ORCA input format:
```
! RIJCOSX wB97M-V def2-TZVPD def2/J DEFGRID3
* xyz 0 1
C 0.33 2.18 -0.77
C 0.00 0.79 -0.35
O -0.65 0.05 -1.08
N 0.46 0.37 0.87
C 0.32 -1.00 1.32
N 1.48 -1.51 2.02
H 0.66 2.85 0.03
H 1.11 2.14 -1.53
H -0.53 2.65 -1.23
H 1.10 0.97 1.36
H -0.54 -1.11 2.00
H 0.07 -1.65 0.50
H 1.58 -1.06 2.92
H 2.34 -1.30 1.49
O -2.64 -1.84 -2.63
H -3.21 -1.08 -2.77
H -1.88 -1.45 -2.17
*
```

=====

ii:
Density functional theory data (wB97M-V/def2-TZVPD) for 2 unconnected molecules or ions with the total composition C3H10N2O2.

Calculated values
- HOMO-LUMO gap (eV) = 10.08
- highest occupied orbital energy (eV) = -9.48
- LUMO energy (eV) = 0.603

The geometry in ORCA input format:
```
! RIJCOSX wB97M-V def2-TZVPD def2/J DEFGRID3
* xyz 0 1
N 2.01 -0.28 -2.16
C 0.40 -0.09 -1.91
C 0.23 1.00 -0.79
C -1.09 0.86 -0.16
N -1.26 1.03 1.20
O -2.08 0.58 -0.81
H 2.16 -0.98 -2.87
H 2.35 0.66 -2.39
H -0.02 0.14 -2.85
H 0.00 -1.06 -1.70
H 0.55 1.97 -1.13
H 1.09 0.79 -0.14
H -2.17 1.24 1.65
H -0.60 1.52 1.81
O -0.44 -2.33 4.49
H -0.72 -3.21 4.10
H -0.42 -1.85 3.66
*
```

=====

Most stable: i (next structure +25.9 kcal/mol)